Record 1
Here is a molecular structure, C10H16CdClCrTe from OMol25. Energies are from the ωB97M-V functional and the def2-TZVPD basis.

Structure (XYZ):
```
30
Properties=species:S:1:pos:R:3:lowdin_spin:R:1
Cr 0.660 -0.018 -0.203 3.3743
Cl 2.711 -0.986 -0.542 0.0554
C 0.308 -0.453 1.781 -0.0665
H -0.756 -0.532 2.077 0.0072
H 0.778 0.365 2.358 0.0046
H 0.809 -1.405 2.015 -0.0003
Cd 2.951 1.814 -0.929 -0.0344
C 3.107 2.018 -3.104 -0.0103
C 4.644 2.430 0.271 -0.0165
C 0.788 2.090 -0.157 -0.2961
H 4.281 3.168 1.004 0.0005
H 5.108 1.584 0.791 -0.0008
H 5.381 2.910 -0.400 -0.0016
H 2.263 2.630 -3.454 0.0003
H 4.055 2.549 -3.322 -0.0010
H 3.100 1.051 -3.617 -0.0006
H 0.883 2.677 0.791 -0.0113
H 0.397 2.854 -0.878 -0.0211
Te -0.395 -2.208 -0.895 0.0063
C -2.281 -2.144 -0.030 0.0108
C -2.533 -2.808 1.193 -0.0013
C -3.832 -2.724 1.707 0.0014
C -4.819 -2.000 1.024 -0.0038
C -4.527 -1.324 -0.179 0.0014
C -3.239 -1.379 -0.716 0.0007
H -1.716 -3.336 1.675 0.0013
H -4.064 -3.236 2.647 0.0002
H -5.827 -1.957 1.423 -0.0004
H -5.300 -0.759 -0.699 0.0002
H -2.933 -0.871 -1.632 0.0013
```

Results
maximum force	2.9	eV/A
DFT total energy	-2330.933706	Ha
spin multiplicity	4
<S²>	4.12
charge	-2

=====

Record 2
Here is a molecular structure, C10H16Cl2N2Pt from OMol25. Energies are from the ωB97M-V functional and the def2-TZVPD basis.

Structure (XYZ):
```
31
Properties=species:S:1:pos:R:3:lowdin_spin:R:1
Pt 2.397 -0.309 0.758 1.7588
Cl 1.796 -2.415 0.038 0.3279
Cl 2.905 1.876 1.210 0.3805
C 3.916 -0.975 1.643 1.0648
H 4.586 -0.282 2.207 0.0910
H 4.198 -2.056 1.661 0.0915
C -1.143 1.293 -0.691 0.0082
C 0.059 0.865 -0.956 0.0208
H -1.345 1.883 0.208 0.0007
C 0.368 -0.082 -2.064 0.0065
H 0.933 1.183 -0.357 0.0134
C -0.674 -0.012 -3.192 0.0001
H 1.387 0.078 -2.436 0.0017
H 0.369 -1.107 -1.656 0.0028
C -2.082 -0.055 -2.614 0.0002
H -0.535 0.918 -3.757 0.0001
H -0.525 -0.851 -3.879 0.0000
C -2.327 1.076 -1.590 0.0018
H -2.828 -0.003 -3.413 0.0000
H -2.227 -1.011 -2.101 0.0000
H -2.537 1.998 -2.158 0.0002
H -3.231 0.863 -1.004 0.0004
N 0.001 -1.345 2.137 0.0134
C -1.029 -1.044 2.949 0.0118
C -0.942 0.314 3.238 0.0064
C 0.177 0.802 2.573 0.0206
N 0.741 -0.236 1.887 0.1706
H 0.275 -2.231 1.703 0.0017
H -1.720 -1.801 3.267 0.0019
H -1.597 0.890 3.858 0.0015
H 0.637 1.773 2.532 0.0008
```

Results
maximum force	6.2	eV/A
DFT total energy	-1539.628677	Ha
spin multiplicity	5
<S²>	6.01
charge	0
ΔE to the lowest compared entry with this formula, charge and spin	0.0	kJ/mol

=====

Record 3
Here is a molecular structure, C10H16Cl3NO4Pb from OMol25. Energies are from the ωB97M-V functional and the def2-TZVPD basis.

Structure (XYZ):
```
35
Properties=species:S:1:pos:R:3:mulliken_charge:R:1
C 1.641 0.350 0.502 0.7086
C 1.097 1.447 -0.219 0.5384
C 0.736 0.984 -1.512 0.5682
C 0.958 2.832 0.245 -1.2369
C 0.995 -0.413 -1.565 0.9137
C 1.567 -0.805 -0.330 0.3924
C 2.017 -2.161 0.030 -1.8306
C 2.175 0.386 1.864 -1.5984
C 0.192 1.822 -2.587 -1.4453
C 0.691 -1.290 -2.703 -1.6691
Pb -2.351 0.239 1.099 1.0928
Cl -2.606 2.687 0.449 -0.5361
Cl -0.981 1.216 3.125 -0.5898
Cl -2.513 -0.238 -1.499 -0.5496
H 1.173 2.895 1.317 0.3369
H -0.090 3.149 0.132 0.1567
H 1.610 3.511 -0.331 0.2577
H -0.531 2.541 -2.188 0.3054
H -0.309 1.210 -3.340 0.3635
H 1.001 2.380 -3.080 0.3244
H -0.341 -1.106 -3.040 0.2970
H 0.797 -2.340 -2.404 0.3430
H 1.378 -1.100 -3.542 0.2479
H 1.488 -2.898 -0.578 0.4120
H 1.827 -2.360 1.087 0.3909
H 3.089 -2.291 -0.166 0.2759
H 1.562 1.048 2.493 0.2875
H 3.226 0.723 1.871 0.2528
H 2.141 -0.613 2.318 0.3106
O -0.956 -1.384 1.175 -0.6253
H -1.112 -1.865 2.006 0.2253
O -4.324 -2.934 3.150 -0.6109
N -4.909 -2.159 2.365 0.8207
O -6.147 -1.993 2.344 -0.5994
O -4.192 -1.472 1.513 -0.5308
```

Results
maximum force	3.3	eV/A
DFT total energy	-2319.760430	Ha
charge	-2
ΔE to the lowest compared entry with this formula, charge and spin	0.0	kJ/mol

=====

Record 4
Here is a molecular structure, C10H16Cl3NO4Re from OMol25. Energies are from the ωB97M-V functional and the def2-TZVPD basis.

Structure (XYZ):
```
35
Properties=species:S:1:pos:R:3:lowdin_spin:R:1
C 1.069 -0.500 0.746 0.2481
C 1.242 0.834 0.219 0.0008
C 0.666 0.829 -1.127 0.0023
C 2.318 1.769 0.618 0.0008
C 0.148 -0.510 -1.354 0.2415
C 0.412 -1.287 -0.217 -0.0068
C 0.177 -2.739 -0.102 -0.0127
C 1.697 -0.988 1.978 0.0464
C 1.153 1.732 -2.203 0.0016
C -0.374 -0.995 -2.634 0.0447
Re -0.809 1.605 0.271 0.9886
Cl -1.079 3.722 0.414 0.0503
Cl -0.217 1.819 2.598 0.0258
Cl -2.010 1.894 -1.784 0.0241
H 2.334 1.842 1.711 -0.0001
H 2.119 2.779 0.238 -0.0001
H 3.278 1.397 0.214 -0.0016
H 1.287 2.752 -1.817 -0.0002
H 0.407 1.778 -3.010 0.0001
H 2.120 1.358 -2.603 -0.0016
H -0.966 -0.214 -3.110 0.0057
H -0.998 -1.879 -2.487 0.0017
H 0.430 -1.285 -3.315 0.0182
H -0.862 -3.027 -0.378 -0.0026
H 0.389 -3.106 0.913 -0.0003
H 0.883 -3.305 -0.741 -0.0050
H 1.621 -0.238 2.764 0.0065
H 2.759 -1.206 1.816 0.0190
H 1.221 -1.905 2.313 0.0011
O -2.189 -3.216 0.902 0.0005
H -2.645 -2.399 1.233 -0.0006
O -5.088 1.590 1.860 0.2640
N -4.229 0.897 2.375 0.4220
O -4.330 -0.186 2.964 0.2971
O -1.937 0.387 0.733 0.3204
```

Results
maximum force	4.1	eV/A
DFT total energy	-2205.096095	Ha
spin multiplicity	4
<S²>	3.80
charge	-2
ΔE to the lowest compared entry with this formula, charge and spin	0.0	kJ/mol

=====

Record 5
Here is a molecular structure, C10H16ClNOSi from OMol25. Energies are from the ωB97M-V functional and the def2-TZVPD basis.

Structure (XYZ):
```
30
Properties=species:S:1:pos:R:3:mulliken_charge:R:1
C 0.698 -0.873 1.685 0.0592
C 1.282 1.436 0.822 -0.7627
C 3.294 0.082 0.474 -0.5572
C 2.301 0.758 -1.319 -0.4794
C 2.590 1.441 0.110 -0.7196
C 0.719 0.033 0.614 0.6137
C 2.316 -0.478 -0.489 0.1002
C -2.772 0.933 0.908 -1.1123
C -2.260 -2.208 0.419 -1.0403
C -2.457 -0.331 -2.042 -1.1860
N 0.592 -1.606 2.559 -0.5585
O -0.337 0.058 -0.265 -0.0205
Si -1.944 -0.464 -0.134 0.3351
Cl 2.254 -2.050 -1.179 -0.2053
H 1.238 1.680 1.991 0.3385
H 0.562 2.074 0.399 0.3406
H 4.280 0.044 0.090 0.3891
H 3.275 -0.258 1.540 0.2771
H 1.356 1.033 -1.808 0.2145
H 3.112 0.882 -2.089 0.3668
H 3.080 2.324 0.163 0.7066
H -3.120 1.680 0.216 0.2791
H -3.524 0.517 1.572 0.3663
H -1.990 1.348 1.495 0.3288
H -2.231 -2.783 -0.501 0.2636
H -1.394 -2.437 0.995 0.3651
H -3.278 -2.307 0.936 0.3101
H -1.593 -0.384 -2.696 0.3156
H -3.305 -0.887 -2.371 0.3857
H -2.744 0.741 -2.096 0.2862
```

Results
maximum force	4.7	eV/A
DFT total energy	-1270.277948	Ha
charge	0
ΔE to the lowest compared entry with this formula, charge and spin	70.2	kJ/mol

=====

Record 6
Here is a molecular structure, C10H16F12NO18S5Sr from OMol25. Energies are from the ωB97M-V functional and the def2-TZVPD basis.

Structure (XYZ):
```
63
Properties=species:S:1:pos:R:3:mulliken_charge:R:1
Sr -0.307 -1.697 0.133 2.6536
S 1.735 -0.608 -1.845 1.2363
O 1.249 -1.945 -1.791 -0.7919
O 3.167 -0.625 -1.641 -0.8846
O 1.339 -0.013 -3.096 -0.8497
O 1.093 0.019 -0.717 -0.7976
C -2.145 1.689 0.459 -0.5043
O -0.717 1.964 0.603 0.1085
C -0.501 3.322 0.449 -0.9492
C 1.058 3.560 0.521 -0.3917
N 1.776 2.702 -0.437 1.0895
H 1.545 1.751 -0.189 -0.8867
H 1.475 2.582 -1.394 0.6308
C 3.343 2.884 -0.435 -0.3586
C 3.711 4.150 -1.156 -0.6933
O 2.932 4.034 -2.368 -0.1787
C 3.002 5.042 -3.321 -0.8993
H -2.676 2.222 -0.330 0.4653
H -2.786 1.812 1.333 0.3106
H -1.988 0.617 0.339 -0.2531
H -1.101 3.998 1.057 0.3352
H -0.676 3.637 -0.580 0.4442
H 1.495 3.293 1.484 0.3595
H 1.224 4.604 0.258 0.3296
H 3.747 2.015 -0.953 0.3219
H 3.646 3.007 0.605 0.3381
H 4.763 4.404 -1.290 0.4632
H 3.301 5.015 -0.635 0.3104
H 3.978 5.327 -3.714 0.3042
H 2.738 6.014 -2.904 0.3435
H 2.294 4.844 -4.127 0.2660
C -4.259 -3.179 2.745 0.4721
F -3.214 -3.902 3.107 -0.1818
F -4.921 -3.698 1.697 -0.2172
F -5.244 -3.057 3.723 -0.2542
S -3.563 -1.447 2.283 1.0659
O -4.667 -0.740 1.654 -0.7016
O -3.107 -0.810 3.547 -0.7279
O -2.402 -1.637 1.392 -0.6133
C 2.650 -0.904 4.163 0.3304
F 2.371 0.090 5.089 -0.2341
F 3.942 -0.846 3.954 -0.2162
F 2.319 -2.136 4.551 -0.1825
S 1.696 -0.544 2.476 1.1912
O 1.760 -1.727 1.595 -0.7159
O 0.297 -0.345 2.911 -0.6750
O 2.333 0.728 1.939 -0.5548
C -4.436 -1.427 -2.200 0.5141
F -5.454 -0.920 -2.873 -0.2503
F -4.608 -1.602 -0.946 -0.1594
F -4.232 -2.647 -2.670 -0.2656
S -2.837 -0.416 -2.428 0.9608
O -3.342 0.921 -2.297 -0.7737
O -1.817 -0.900 -1.447 -0.7650
O -2.467 -0.777 -3.769 -0.6849
C 1.012 -6.322 -0.607 0.5640
F 1.486 -5.676 -1.504 -0.1620
F 0.878 -7.738 -0.871 -0.2955
F 1.769 -6.284 0.452 -0.2433
S -0.655 -5.580 -0.106 1.0450
O -1.170 -6.397 1.065 -0.7045
O -0.333 -4.219 0.366 -0.7579
O -1.497 -5.484 -1.308 -0.6785
```

Results
maximum force	8.0	eV/A
DFT total energy	-5019.905904	Ha
charge	-3
ΔE to the lowest compared entry with this formula, charge and spin	303.6	kJ/mol